This record from OMol25 describes 2 unconnected molecules or ions with the total composition C5H12N2O. The level of theory is wB97M-V/def2-TZVPD.

Properties
Energy relative to the best compared isomer or geometry (same formula, charge and spin)   5.603 eV
LUMO energy   0.8213 eV
HOMO   -0.273 Eh
F_max   3.60 eV Å⁻¹
Frontier orbital gap   8.24 eV
Structure (SMILES)   CC(C)=C=N.CNO
Spin multiplicity   1

Geometry as XYZ:
```
20
C5H12N2O wB97M-V/def2-TZVPD
C 2.166 -1.249 0.608
C 0.719 -0.951 0.320
C -0.282 -1.520 1.300
C 0.329 -0.522 -0.895
N 0.299 -0.624 -2.123
H 2.816 -0.832 -0.159
H 2.340 -2.328 0.661
H 2.440 -0.825 1.577
H -1.314 -1.349 0.994
H -0.133 -1.078 2.287
H -0.165 -2.604 1.385
H 0.112 0.226 -2.650
C -1.989 1.448 -0.210
N -0.546 1.589 -0.246
O -0.135 2.222 -1.454
H -2.351 0.821 -1.032
H -2.459 2.427 -0.293
H -2.260 0.985 0.736
H 0.150 1.094 0.409
H 0.265 3.071 -1.215
```

***

This record from OMol25 describes C5H12N2O in the gas phase. The level of theory is wB97M-V/def2-TZVPD.

Properties
Energy relative to the best compared isomer or geometry (same formula, charge and spin)   2.413 eV
LUMO energy   0.9215 eV
HOMO   -0.335 Eh
F_max   1.69 eV Å⁻¹
Frontier orbital gap   10.03 eV
Structure (SMILES)   [H]/N=N/C[C@H](C)[C@H](C)O
Spin multiplicity   1

Geometry as XYZ:
```
20
C5H12N2O wB97M-V/def2-TZVPD
H -4.074 1.490 0.365
N -3.476 0.652 0.442
N -2.433 0.826 -0.209
C -1.521 -0.278 -0.179
C -0.120 0.203 0.233
C 0.349 1.316 -0.703
C 0.832 -1.015 0.252
C 2.199 -0.669 0.844
O 0.959 -1.605 -1.021
H -1.459 -0.664 -1.202
H -1.876 -1.078 0.484
H -0.178 0.596 1.253
H 1.303 1.724 -0.380
H -0.385 2.116 -0.703
H 0.442 0.950 -1.724
H 0.370 -1.796 0.868
H 2.804 -1.570 0.910
H 2.086 -0.249 1.839
H 2.722 0.049 0.216
H 1.455 -0.999 -1.584
```

***

This record from OMol25 describes C5H12N2O in the gas phase. The level of theory is wB97M-V/def2-TZVPD.

Properties
Energy relative to the best compared isomer or geometry (same formula, charge and spin)   2.334 eV
LUMO energy   0.8509 eV
HOMO   -0.335 Eh
F_max   1.61 eV Å⁻¹
Frontier orbital gap   9.96 eV
Structure (SMILES)   C=NCC[C@H](N)CO
Spin multiplicity   1

Geometry as XYZ:
```
20
C5H12N2O wB97M-V/def2-TZVPD
C 1.039 -2.407 -1.249
N 0.232 -2.370 -0.287
C 0.599 -1.633 0.895
C -0.360 -0.446 1.046
C -0.356 0.528 -0.115
N 0.999 1.114 -0.200
C -1.364 1.643 0.073
O -1.590 2.299 -1.164
H 1.949 -1.797 -1.330
H 0.757 -2.912 -2.169
H 1.600 -1.187 0.876
H 0.517 -2.288 1.756
H -1.357 -0.807 1.310
H -0.026 0.174 1.892
H -0.419 0.076 -1.104
H 1.306 1.527 0.675
H 1.070 1.764 -0.968
H -2.342 1.271 0.390
H -1.140 2.312 0.911
H -1.113 3.140 -1.239
```

***

This record from OMol25 describes 2 unconnected molecules or ions with the total composition C5H12N2O. The level of theory is wB97M-V/def2-TZVPD.

Properties
Energy relative to the best compared isomer or geometry (same formula, charge and spin)   2.900 eV
LUMO energy   0.1850 eV
HOMO   -0.330 Eh
F_max   0.46 eV Å⁻¹
Frontier orbital gap   9.16 eV
Structure (SMILES)   C=CC(C)=O.CNN
Spin multiplicity   1

Geometry as XYZ:
```
20
C5H12N2O wB97M-V/def2-TZVPD
C 0.005 1.780 -1.929
C -0.889 1.006 -1.327
C -1.094 0.901 0.135
C -0.386 1.897 1.012
O -1.790 0.019 0.594
H 0.673 2.427 -1.386
H 0.112 1.782 -3.001
H -1.527 0.349 -1.905
H -0.812 1.866 2.012
H 0.664 1.613 1.079
H -0.461 2.902 0.609
C 0.224 -2.527 -0.122
N 1.191 -1.463 0.091
N 1.201 -0.949 1.417
H 0.508 -3.384 0.492
H 0.255 -2.819 -1.169
H -0.802 -2.229 0.141
H 0.980 -0.683 -0.529
H 0.248 -0.870 1.789
H 1.699 -1.619 1.998
```

***

This record from OMol25 describes C5H12N2O in the gas phase. The level of theory is wB97M-V/def2-TZVPD.

Properties
Energy relative to the best compared isomer or geometry (same formula, charge and spin)   1.945 eV
LUMO energy   0.8827 eV
HOMO   -0.334 Eh
F_max   3.12 eV Å⁻¹
Frontier orbital gap   9.96 eV
Structure (SMILES)   C[C@@H](CN)N(C)C=O
Spin multiplicity   1

Geometry as XYZ:
```
20
C5H12N2O wB97M-V/def2-TZVPD
C -0.514 0.928 -1.575
C 0.379 0.518 -0.436
C 0.421 1.561 0.781
N 1.048 2.767 0.244
N -0.067 -0.779 0.105
C 1.042 -1.567 0.638
C -1.310 -1.428 -0.036
O -1.408 -2.552 0.403
H 0.057 1.114 -2.497
H -1.053 1.861 -1.479
H -1.217 0.163 -1.877
H 1.389 0.434 -0.874
H -0.544 1.796 1.208
H 1.041 1.153 1.556
H 1.581 2.792 -0.610
H 1.584 3.282 0.943
H 1.753 -1.764 -0.178
H 1.528 -1.019 1.463
H 0.687 -2.468 1.137
H -2.115 -0.967 -0.590
```

***

This record from OMol25 describes a molecular structure, C5H12N2O. The level of theory is wB97M-V/def2-TZVPD.

Properties
Energy relative to the best compared isomer or geometry (same formula, charge and spin)   3.602 eV
LUMO energy   0.6128 eV
HOMO   -0.300 Eh
F_max   5.11 eV Å⁻¹
Frontier orbital gap   8.78 eV
Spin multiplicity   1

Geometry as XYZ:
```
20
C5H12N2O wB97M-V/def2-TZVPD
C -1.461 1.344 -1.185
C -1.091 0.293 -0.147
O -1.935 -0.525 0.291
H -0.428 1.106 0.881
H -0.623 1.955 -1.514
H -2.208 2.005 -0.744
H -1.896 0.839 -2.052
C 0.650 -0.371 2.195
C 0.456 -0.333 -0.357
N 0.407 -1.772 -0.337
N 1.149 0.167 -1.514
C 0.772 0.376 0.902
H 0.202 -2.110 -1.273
H -0.413 -2.045 0.216
H 2.153 0.062 -1.405
H 0.875 -0.389 -2.320
H 1.562 1.119 0.831
H 0.869 0.269 3.051
H -0.370 -0.762 2.292
H 1.329 -1.229 2.190
```

***

This record from OMol25 describes a molecular structure, C5H12N2O. The level of theory is wB97M-V/def2-TZVPD.

Properties
Energy relative to the best compared isomer or geometry (same formula, charge and spin)   3.762 eV
LUMO energy (alpha / beta)   -0.0964 / -0.0968 eV
HOMO (alpha / beta)   -0.305 / -0.305 Eh
F_max   1.73 eV Å⁻¹
Frontier orbital gap (alpha / beta)   8.21 / 8.21 eV
Spin multiplicity   1

Geometry as XYZ:
```
20
C5H12N2O wB97M-V/def2-TZVPD
C 1.117 -1.094 0.023
C 0.814 -1.392 1.470
N 2.141 -0.197 -0.241
H 1.891 0.427 -1.093
H 2.221 0.498 0.499
H 1.153 -1.969 -0.629
H 0.048 -0.410 -0.578
H 1.667 -1.872 1.959
H -0.045 -2.057 1.562
H 0.592 -0.473 2.018
C -2.270 0.021 0.392
C -1.558 1.098 -0.397
C 0.480 1.465 -1.581
N -0.483 0.647 -1.172
O -1.902 2.260 -0.363
H -3.313 0.308 0.515
H -1.823 -0.062 1.383
H -2.211 -0.949 -0.100
H 0.617 2.419 -1.080
H 0.865 1.333 -2.587
```

***

This record from OMol25 describes C5H12N2O in the gas phase. The level of theory is wB97M-V/def2-TZVPD.

Properties
Energy relative to the best compared isomer or geometry (same formula, charge and spin)   4.979 eV
LUMO energy   0.9078 eV
HOMO   -0.319 Eh
F_max   3.34 eV Å⁻¹
Frontier orbital gap   9.60 eV
Structure (SMILES)   [H]/N=C(\C)[C@H](C)NOC
Spin multiplicity   1

Geometry as XYZ:
```
20
C5H12N2O wB97M-V/def2-TZVPD
H -1.514 -1.451 -1.862
N -0.839 -1.359 -1.102
C -0.526 -0.137 -0.853
C -1.347 1.011 -1.395
C 1.067 0.197 -0.484
C 1.833 -1.074 -0.159
N 0.958 1.046 0.653
O -0.613 0.641 1.084
C -0.644 -0.165 2.255
H -1.550 0.854 -2.458
H -2.298 1.037 -0.859
H -0.860 1.979 -1.272
H 1.468 0.708 -1.364
H 1.309 -1.678 0.585
H 2.826 -0.861 0.247
H 1.921 -1.697 -1.053
H 0.767 2.008 0.371
H -1.511 0.118 2.858
H 0.244 0.035 2.862
H -0.691 -1.212 1.944
```

***

This record from OMol25 describes C5H12N2O in the gas phase. The level of theory is wB97M-V/def2-TZVPD.

Properties
Energy relative to the best compared isomer or geometry (same formula, charge and spin)   1.913 eV
LUMO energy   0.8363 eV
HOMO   -0.343 Eh
F_max   5.22 eV Å⁻¹
Frontier orbital gap   10.17 eV
Structure (SMILES)   CC(C)[C@H](N)C(N)=O
Spin multiplicity   1

Geometry as XYZ:
```
20
C5H12N2O wB97M-V/def2-TZVPD
C 1.850 0.746 1.140
C 1.079 -0.509 0.595
C 1.580 -1.110 -0.710
C -0.447 -0.087 0.627
N -1.264 -1.273 1.129
C -0.919 0.515 -0.630
N -0.361 1.695 -1.067
O -1.999 0.041 -1.119
H 2.285 0.437 2.145
H 1.288 1.709 1.219
H 2.661 1.070 0.467
H 1.131 -1.331 1.470
H 1.555 -0.477 -1.626
H 2.605 -1.346 -0.460
H 1.064 -2.099 -1.005
H -0.528 0.799 1.306
H -2.199 -1.148 1.294
H -1.179 -2.032 0.500
H 0.666 1.714 -1.157
H -0.843 2.092 -1.764
```

***

This record from OMol25 describes 3 unconnected molecules or ions with the total composition C5H12N2O. The level of theory is wB97M-V/def2-TZVPD.

Properties
Energy relative to the best compared isomer or geometry (same formula, charge and spin)   7.593 eV
LUMO energy (alpha / beta)   -1.5886 / -1.5897 eV
HOMO (alpha / beta)   -0.272 / -0.272 Eh
F_max   1.83 eV Å⁻¹
Frontier orbital gap (alpha / beta)   5.80 / 5.80 eV
Spin multiplicity   1

Geometry as XYZ:
```
20
C5H12N2O wB97M-V/def2-TZVPD
C -1.610 -0.278 -0.428
C -0.932 -0.928 -1.517
C 0.029 -0.963 1.378
C -1.641 1.199 -0.320
H -2.286 -0.847 0.199
H -1.789 1.531 0.709
H 0.259 -0.520 -1.451
H -1.166 -0.457 -2.479
H -1.091 -2.004 -1.577
H 1.040 -0.948 1.809
H -0.203 -1.976 1.062
H -0.694 -0.588 2.094
H -0.708 1.628 -0.687
H -2.474 1.567 -0.933
N 2.569 0.239 0.122
O 1.512 0.258 -0.771
C 2.741 1.322 0.878
N 2.746 2.207 1.625
H 0.291 -0.248 0.533
H 3.408 -0.193 -0.247
```

***

This record from OMol25 describes C5H12N2O in the gas phase. The level of theory is wB97M-V/def2-TZVPD.

Properties
Energy relative to the best compared isomer or geometry (same formula, charge and spin)   1.039 eV
LUMO energy   0.8918 eV
HOMO   -0.334 Eh
F_max   0.61 eV Å⁻¹
Frontier orbital gap   9.97 eV
Structure (SMILES)   CN[C@H](C)CNC=O
Spin multiplicity   1

Geometry as XYZ:
```
20
C5H12N2O wB97M-V/def2-TZVPD
C 1.183 -1.040 1.937
N 0.596 -0.970 0.618
C -0.412 0.071 0.422
C -1.780 -0.244 1.041
C -0.535 0.336 -1.057
N 0.702 0.899 -1.545
C 0.923 1.445 -2.760
O 0.076 1.681 -3.594
H 1.993 -0.310 2.042
H 1.575 -2.036 2.129
H 0.463 -0.830 2.747
H 0.263 -1.847 0.254
H 0.000 0.972 0.872
H -2.429 -0.721 0.309
H -1.701 -0.908 1.892
H -2.286 0.660 1.373
H -0.789 -0.589 -1.571
H -1.347 1.042 -1.232
H 1.520 0.655 -1.014
H 1.983 1.733 -2.863
```

***

This record from OMol25 describes C5H12N2O in the gas phase. The level of theory is wB97M-V/def2-TZVPD.

Properties
Energy relative to the best compared isomer or geometry (same formula, charge and spin)   1.740 eV
LUMO energy   0.8968 eV
HOMO   -0.342 Eh
F_max   5.50 eV Å⁻¹
Frontier orbital gap   10.21 eV
Structure (SMILES)   CCC(=O)NCCN
Spin multiplicity   1

Geometry as XYZ:
```
20
C5H12N2O wB97M-V/def2-TZVPD
C -1.987 1.617 -1.317
C -1.425 0.841 -0.154
C -1.059 -0.445 -0.676
O -1.609 -1.016 -1.567
N -0.284 -1.297 0.137
C 0.493 -0.852 1.329
C 1.791 -0.103 0.877
N 2.777 -1.075 0.356
H -2.173 2.681 -1.023
H -1.224 1.604 -2.204
H -2.956 1.405 -1.812
H -0.598 1.300 0.344
H -2.190 0.740 0.652
H -0.070 -2.202 -0.290
H -0.063 -0.326 2.072
H 0.876 -1.779 1.885
H 2.162 0.314 1.742
H 1.516 0.645 0.055
H 2.414 -1.490 -0.464
H 3.609 -0.563 0.058
```

***

This record from OMol25 describes 2 unconnected molecules or ions with the total composition C5H12N2O2. The level of theory is wB97M-V/def2-TZVPD.

Properties
Energy relative to the best compared isomer or geometry (same formula, charge and spin)   4.156 eV
LUMO energy   0.7201 eV
HOMO   -0.290 Eh
F_max   2.15 eV Å⁻¹
Frontier orbital gap   8.60 eV
Structure (SMILES)   C/C=C(\C)O.CNN=O
Spin multiplicity   1

Geometry as XYZ:
```
21
C5H12N2O2 wB97M-V/def2-TZVPD
C 1.756 -1.392 -1.026
C 1.039 -1.161 0.265
C 1.011 0.019 0.919
C 1.632 1.282 0.393
O 0.273 0.202 2.031
H 1.246 -2.157 -1.609
H 1.812 -0.481 -1.619
H 2.773 -1.747 -0.846
H 0.644 -2.041 0.757
H 2.675 1.111 0.119
H 1.097 1.639 -0.492
H 1.584 2.047 1.165
H -0.543 -0.428 1.997
C -2.396 1.167 -0.260
N -1.847 -0.071 -0.773
N -1.568 -1.139 -0.062
O -1.836 -1.070 1.158
H -2.170 1.223 0.806
H -3.481 1.201 -0.388
H -1.925 2.007 -0.766
H -1.778 -0.211 -1.770
```